102
Properties=species:S:1:pos:R:3 method="wB97M-V/def2-TZVPD" gap_ev="4.98 / 5.06" largest_force_ev_per_a=3.2 s_squared=0.965 spin_multiplicity=2 charge=-1 e_tot_ha=-7123.8968 e_above_lowest_ev=6.239
Ir 0.71569 -0.99934 0.98126
C -2.49796 -1.06054 -0.10837
C -3.16714 -0.32200 0.99705
C -4.53229 -0.12336 0.90764
C -5.24024 0.47950 1.93214
C -4.58135 0.78355 3.11192
C -3.22137 0.59208 3.25474
C -2.61196 0.86889 4.59112
C -2.44667 0.17271 2.12470
N -1.09957 0.24038 2.13380
C -0.45751 1.15432 2.92984
O -0.80002 2.32803 3.04012
C 0.72481 0.61835 3.64945
C 1.25851 1.26306 4.78357
C 2.18573 0.61126 5.55314
C 2.54039 -0.70727 5.22855
C 1.95776 -1.29575 4.12314
N 1.06595 -0.66202 3.36374
C 2.10643 -2.77252 3.90215
O 2.11064 -3.50578 4.87640
N 2.14200 -3.22169 2.62257
C 1.62365 -4.52649 2.39801
C 2.46146 -5.58266 2.03568
C 3.94311 -5.50977 2.25293
C 1.88934 -6.75081 1.54726
C 0.51614 -6.88444 1.47139
C -0.29543 -5.90562 2.01481
C 0.23693 -4.72441 2.50459
C -0.64087 -3.73555 3.20833
H -2.69033 -0.59428 -1.07292
H -2.87403 -2.08394 -0.14916
H -1.42217 -1.09014 0.05221
H -5.04707 -0.45317 0.01478
H -6.29555 0.67776 1.83068
H -5.14798 1.16898 3.94781
H -3.34539 0.68966 5.37543
H -2.28598 1.90867 4.64718
H -1.73773 0.24488 4.76788
H 0.93638 2.27304 4.97829
H 2.63827 1.08031 6.41385
H 3.25204 -1.26666 5.81482
H 4.48979 -5.56143 1.31473
H 4.24413 -6.35134 2.87595
H 4.22070 -4.59279 2.76386
H 2.53315 -7.55518 1.22007
H 0.07571 -7.76596 1.02940
H -1.36349 -6.05661 2.05936
H -1.69418 -3.97556 3.07907
H -0.47498 -2.71946 2.85240
H -0.40105 -3.76313 4.27275
Cl 4.52552 -1.67063 2.25580
Si 2.83030 -2.19588 1.20174
Cl 3.47938 -0.69649 -0.55117
Cl 3.16572 -3.72569 -0.12530
O 3.35430 1.58032 2.53009
S 2.03014 1.80306 1.93547
N 1.62421 0.67264 0.94117
O -0.32462 -4.29741 -1.24218
N 0.05516 -3.25262 -0.78189
O -0.15809 -2.99510 0.44870
O 0.63226 -2.38999 -1.42526
C -1.23835 3.83555 -0.95903
C -1.46944 3.56673 -2.45128
C -1.53191 4.90109 -3.19989
C -2.84542 2.89987 -2.54334
Si -0.07927 2.38722 -3.18540
Br -0.07973 0.68102 -1.69171
C -0.58869 1.43668 -4.82682
C -1.69398 0.40483 -4.57097
C -1.06855 2.39605 -5.91915
C 0.60496 0.63491 -5.35529
C 1.72602 3.13311 -3.22637
C 2.78506 2.03107 -3.11434
C 1.98107 3.93484 -4.50796
C 1.95479 4.06379 -2.03190
H -2.06306 4.43000 -0.56512
H -0.32017 4.37915 -0.77199
H -1.20511 2.90763 -0.39446
H -2.33859 5.52110 -2.80657
H -1.71588 4.74780 -4.26079
H -0.60412 5.45579 -3.08982
H -3.59437 3.53527 -2.06981
H -2.83972 1.94769 -2.01929
H -3.15337 2.74163 -3.57318
H -2.59726 0.84977 -4.16986
H -1.35131 -0.35883 -3.87963
H -1.95065 -0.08415 -5.51047
H -1.98627 2.89554 -5.61701
H -1.27830 1.84680 -6.83802
H -0.31858 3.15080 -6.14295
H 0.97963 -0.03785 -4.58802
H 1.41436 1.27607 -5.69237
H 0.29114 0.02845 -6.20467
H 2.77646 1.35049 -3.95861
H 2.66348 1.44310 -2.20929
H 3.77293 2.48914 -3.06764
H 1.94502 3.29844 -5.38842
H 2.97012 4.39401 -4.47104
H 1.24650 4.72796 -4.63162
H 1.79789 3.53477 -1.09499
H 1.30620 4.93593 -2.07054
H 2.98585 4.41872 -2.03762